ORCA calculation (the ωB97M-V functional and the def2-TZVPD basis) on a cluster of 7 separate species, C49H56FNO2P in total at a distorted geometry.

Structure (XYZ):
```
110
Properties=species:S:1:pos:R:3:forces:R:3
C -4.031295 0.243709 -3.570149 0.258 -0.933 0.574
C -2.887503 -0.346518 -2.675121 -0.535 1.256 -1.495
P -1.577788 0.839286 -2.144357 0.130 -1.125 2.278
C -2.258920 2.296345 -1.183138 1.006 0.867 0.046
C -1.327902 2.451170 0.084502 0.189 -0.921 -0.947
O -0.556041 1.328341 -3.428512 -0.176 -0.755 0.503
C 0.674153 0.731205 -3.263372 0.934 0.740 -0.933
O 1.633634 1.130181 -3.865517 -0.798 -0.425 0.574
C 0.828778 -0.487118 -2.339753 -1.091 -0.379 0.653
C 0.570052 -1.781658 -2.817501 0.229 0.572 -0.370
C 0.687216 -2.851739 -1.961818 0.042 -0.443 -0.267
N 1.045831 -2.699386 -0.690013 0.594 0.569 1.290
C 1.120322 -3.848828 0.231668 -0.052 -0.640 0.566
C -0.245996 -4.531695 0.504455 -0.897 0.564 -0.203
C -1.450756 -3.567037 0.559137 -0.147 -0.443 0.020
F -0.142721 -5.131056 1.755934 0.276 -0.019 -0.331
C 1.355373 -1.452505 -0.184344 -0.156 -0.424 -0.482
C 1.250916 -0.370321 -0.987080 0.136 1.160 -1.215
H -4.819219 0.639999 -2.917054 0.238 0.233 -0.366
H -3.628212 1.000551 -4.252212 -0.355 -0.177 0.098
H -4.472467 -0.596387 -4.129716 0.037 0.505 -0.032
H -3.316108 -0.773973 -1.754693 0.416 0.125 -0.156
H -2.371153 -1.137800 -3.246960 -0.060 0.183 0.428
H -3.294775 2.189140 -0.836726 0.167 -0.297 -0.550
H -2.140253 3.242699 -1.736853 -0.473 -0.409 -0.101
H -0.936871 1.438861 0.295208 -0.270 0.416 0.480
H -0.437530 3.041966 -0.187262 -0.445 0.116 0.289
H -1.863320 2.852807 0.950475 0.242 0.047 -0.254
H 0.276751 -1.963488 -3.850313 0.041 0.079 0.272
H 0.493652 -3.877525 -2.280663 0.030 0.316 0.067
H 1.841090 -4.598976 -0.125278 -0.125 0.420 -0.075
H 1.491115 -3.477812 1.197238 -0.109 -0.072 -0.359
H -0.467465 -5.335188 -0.216104 0.344 0.201 0.164
H -1.381166 -2.730636 -0.149975 0.030 -0.154 0.299
H -2.373482 -4.114894 0.312338 0.351 0.141 0.117
H -1.567342 -3.211436 1.592401 0.165 0.156 -0.357
H 1.654137 -1.315389 0.852641 -0.103 -0.554 -0.201
H 1.454033 0.635581 -0.613945 0.014 -0.434 0.140
C -0.719283 -7.965896 -3.423589 -0.006 0.052 0.022
C -0.187980 -8.044090 -2.142632 -0.050 0.077 0.008
C -0.713916 -8.942738 -1.223997 0.010 0.025 0.041
C -1.766225 -9.770659 -1.590246 -0.009 0.010 -0.007
C -2.295212 -9.695381 -2.871903 0.001 0.009 0.010
C -1.774967 -8.790571 -3.787429 -0.008 0.006 -0.007
H -0.310330 -7.262551 -4.139286 0.008 -0.041 -0.013
H 0.639356 -7.402174 -1.859377 0.035 -0.055 -0.010
H -0.303234 -8.998908 -0.223402 0.007 -0.022 -0.020
H -2.173818 -10.475135 -0.876518 0.010 0.008 -0.014
H -3.114623 -10.342742 -3.157372 0.015 0.012 0.004
H -2.191311 -8.729256 -4.784917 0.016 -0.015 0.010
C 0.427857 7.472429 -1.515431 -0.031 0.080 -0.029
C 1.508116 6.638521 -1.766560 0.091 0.095 0.087
C 1.314668 5.422218 -2.399915 0.059 -0.145 0.020
C 0.039619 5.039007 -2.788359 -0.165 -0.075 0.014
C -1.044446 5.874214 -2.541817 0.044 -0.031 0.064
C -0.850514 7.092546 -1.901566 0.005 -0.069 -0.014
H 0.584543 8.419508 -1.014282 -0.014 -0.008 -0.013
H 2.503669 6.938088 -1.463236 -0.019 0.009 -0.008
H 2.158019 4.768713 -2.588914 -0.007 0.024 -0.044
H -0.109300 4.086219 -3.284329 0.007 0.035 -0.047
H -2.040707 5.574829 -2.846058 0.015 0.034 -0.022
H -1.693807 7.741489 -1.701279 0.015 -0.002 -0.023
C -4.914500 0.339539 3.774177 -0.005 0.009 -0.010
C -5.888676 1.166631 3.230499 0.024 -0.005 -0.004
C -5.970893 1.334461 1.854589 -0.015 0.018 -0.008
C -5.083506 0.667177 1.021668 0.051 0.000 0.001
C -4.111941 -0.161932 1.566115 0.053 0.002 -0.072
C -4.023536 -0.323856 2.941528 0.009 0.000 0.002
H -4.849780 0.212069 4.847189 -0.005 0.003 -0.018
H -6.584645 1.681536 3.880232 0.017 -0.003 -0.013
H -6.726904 1.984028 1.432006 0.001 -0.020 0.011
H -5.148822 0.793088 -0.053410 -0.048 -0.014 0.012
H -3.419633 -0.684871 0.913947 0.004 0.002 0.020
H -3.261893 -0.967057 3.365333 -0.025 0.003 0.006
C 3.672145 3.459307 2.015053 0.015 -0.051 -0.085
C 4.088926 3.353808 3.334411 -0.032 0.002 0.018
C 3.445971 2.476515 4.198676 -0.012 0.003 -0.022
C 2.391858 1.697450 3.740571 -0.006 -0.031 0.021
C 1.977362 1.800177 2.419140 0.043 -0.040 -0.061
C 2.614083 2.683580 1.557541 0.063 -0.119 -0.031
H 4.170157 4.145933 1.342056 -0.012 -0.004 0.015
H 4.914640 3.956382 3.690574 -0.025 0.000 -0.005
H 3.767095 2.399680 5.229633 -0.001 -0.003 -0.018
H 1.893674 1.010863 4.413947 -0.002 0.028 0.001
H 1.153595 1.190647 2.061087 -0.060 0.065 0.039
H 2.286176 2.768814 0.527115 0.007 0.069 0.008
C 0.416405 5.562287 4.152579 -0.030 0.016 0.027
C 0.664037 5.535557 2.786638 0.020 -0.050 0.019
C -0.053086 6.361231 1.933408 -0.031 -0.007 -0.051
C -1.014841 7.222442 2.444506 -0.007 -0.016 0.020
C -1.260913 7.253219 3.811008 -0.012 -0.010 0.001
C -0.548126 6.420511 4.664894 0.004 -0.006 -0.028
H 0.974681 4.914251 4.817528 0.005 0.011 -0.017
H 1.416582 4.869246 2.384495 -0.038 0.033 0.058
H 0.139390 6.332460 0.868132 -0.006 0.013 0.012
H -1.571842 7.870085 1.778046 0.007 -0.006 0.013
H -2.009175 7.926109 4.211178 0.014 -0.014 -0.003
H -0.744206 6.441102 5.729660 0.007 0.014 -0.015
C 6.078619 -4.016118 1.369991 0.003 -0.006 0.040
C 5.022240 -3.239236 0.915574 -0.106 0.018 -0.036
C 4.817479 -3.070893 -0.448489 0.000 -0.111 0.084
C 5.669522 -3.684866 -1.357465 -0.084 0.011 -0.066
C 6.724432 -4.463494 -0.902527 0.009 -0.004 -0.001
C 6.931102 -4.626541 0.460612 -0.020 0.005 -0.013
H 6.238791 -4.144590 2.432904 -0.001 0.009 -0.018
H 4.357450 -2.762234 1.627381 0.051 0.018 0.021
H 3.991053 -2.462702 -0.800807 0.066 0.058 -0.049
H 5.510402 -3.556706 -2.421127 0.027 0.007 0.013
H 7.386913 -4.943524 -1.611421 -0.007 0.021 0.011
H 7.757198 -5.229721 0.814471 -0.016 0.006 -0.005
```
Forces are in eV/Å.

Properties
* E_tot: -2546.93558 a.u.
* charge: +1